Record 1
The following is a DFT calculation (the ωB97M-V functional and the def2-TZVPD basis) of 7 unconnected molecules or ions with the total composition C9H25N12O8 in a non-equilibrium geometry.

Strongest force on any atom in eV/Å: 7.54
DFT total energy in Eh: -1616.95998
Multiplicity: 1
Gap between HOMO and LUMO in hartree: 0.250
Net charge: -1
Lowest unoccupied orbital energy in eV: 2.118
Highest occupied orbital energy in eV: -4.70

Geometry (Å):
N 6.20739 -14.71822 -0.78645
N 7.27872 -12.97854 0.10277
N 1.33902 -16.54621 -5.58978
H 1.60831 -17.34771 -6.14220
C 0.03872 -11.95282 0.95748
H 7.71514 -5.42579 -9.28752
N 3.87175 -10.29151 -4.97915
H -0.55760 -13.30516 2.34229
H -3.50129 -10.28379 -7.74007
H -3.32510 -8.99633 -6.51182
N -1.19350 -10.81835 -7.63467
H -1.89975 -11.22770 -8.22943
H 10.16615 -5.07696 -10.58320
N -0.70219 -12.42923 1.86067
H 8.18056 -6.18510 -7.02061
C 0.27814 -16.53040 -4.80378
O 3.71392 -10.38532 -3.75836
N 1.06417 -12.70892 0.72514
H 5.91616 -15.68326 -0.72343
O -0.50290 -17.47453 -4.54667
H 7.08827 -11.59458 -10.28430
O 6.65091 -9.93457 -12.12253
H 1.74945 -15.66638 -5.86826
O 7.23059 -14.96860 1.10322
O 3.92074 -11.33105 -5.63769
O 4.05307 -9.19830 -5.51236
H 1.21467 -13.57212 1.22746
C 8.72962 -5.58787 -8.95442
N -3.02708 -9.85069 -6.96055
N 4.95880 -9.48462 -10.78990
H 11.93383 -6.25475 -8.89627
H 1.70263 -12.50745 -0.03110
H -1.44884 -11.82368 2.17038
H 0.97620 -14.64036 -4.48025
C 10.87735 -6.10271 -8.73156
H 4.72050 -9.65030 -9.82251
O -1.21143 -9.63481 -5.73540
H 6.80301 -12.37630 -0.55384
C 10.23974 -6.17493 -7.48783
H 6.14044 -14.23304 -1.66975
H -0.43754 -15.15211 -3.56177
C 9.97594 -5.49176 -9.60434
H 7.82620 -12.61648 0.87042
N 0.26172 -15.32267 -4.27032
H -0.22263 -11.06779 -7.51107
N 6.27364 -11.00539 -10.18777
C 6.96678 -14.26832 0.15655
H 4.65884 -8.67142 -11.30838
C 6.03050 -10.12381 -11.10190
H 10.59078 -6.52060 -6.52674
N 8.93061 -6.01491 -7.67525
C -1.80558 -10.15582 -6.64519
O -0.18331 -10.88653 0.40137
H 5.66329 -11.13005 -9.39276

natural (NBO) population analysis, charges in e, atoms 1 to 2: -0.820, -0.839

***

Record 2
The following is a DFT calculation (the ωB97M-V functional and the def2-TZVPD basis) of 3 unconnected molecules or ions with the total composition C9H25N2O11S4 in a non-equilibrium geometry.

Strongest force on any atom in eV/Å: 7.37
DFT total energy in Eh: -2887.69437
Multiplicity: 1
Gap between HOMO and LUMO in hartree: 0.292
Net charge: -1
ΔE to the lowest compared entry with this formula, charge and spin in eV: 3.416
Lowest unoccupied orbital energy in eV: 2.316
Highest occupied orbital energy in eV: -5.64

Geometry (Å):
H -0.56126 -4.66693 0.11075
H 4.09082 4.81667 5.11574
H 0.06287 1.61289 -2.06161
H -1.15399 2.80688 -1.48977
S -2.11241 1.13502 -2.86273
C -3.79007 2.28546 -5.41949
S 1.32238 -3.06137 0.82294
C 3.47214 3.92130 5.01783
H 2.86905 0.03570 0.79638
H -1.07553 1.18134 -0.74985
H -1.76775 2.63353 -6.02974
O 1.82120 -4.15428 1.84704
O -1.13385 -3.84510 2.52199
H 2.44274 4.14431 5.30199
H 1.39789 0.67472 2.65452
H -1.94534 -1.71315 -0.66637
C -0.59314 -2.96300 -1.44316
C -2.30725 1.97250 -5.34341
H -1.41322 -2.11190 4.85449
H 0.02069 -2.78777 -2.44993
O -2.08912 -1.55783 2.16150
H -2.70593 -3.06374 -2.48084
O 2.73666 4.36140 2.53851
N -0.54785 -1.81795 4.33304
H -4.37168 1.58717 -4.81071
H -3.99359 3.29209 -5.04034
O 2.64492 -2.51822 0.15564
H 3.79810 -0.02619 2.31579
C 2.16206 1.38807 2.32855
O -1.79174 2.21296 -4.04208
O 2.64243 2.04474 3.49262
C -0.94736 1.75078 -1.67362
H -1.80635 -4.78776 -2.27435
O -1.68330 -0.17730 -3.29305
H 0.92172 -4.62549 -1.06695
H -4.14934 2.21336 -6.45019
C -2.03265 -3.74266 -1.78427
C 0.21021 -3.93741 -0.39971
H -0.53377 -0.75378 4.33657
H -2.10261 0.94380 -5.65854
S 3.50572 3.41567 3.31675
H -2.56525 -3.97411 -0.74377
O -0.96302 -1.64211 -0.91266
C 3.27132 0.63388 1.61916
H 4.01251 1.32263 1.20353
H 3.88180 3.11846 5.63384
H 1.67284 2.09960 1.65490
O -3.44731 1.37982 -2.35841
S -0.81202 -2.33843 2.65535
N 0.56804 -1.78540 1.74201
O 4.86857 3.06713 2.97415

natural (NBO) population analysis, charges in e, atoms 1 to 2: 0.277, 0.246

***

Record 3
The following is a DFT calculation (the ωB97M-V functional and the def2-TZVPD basis) of 3 unconnected molecules or ions with the total composition C9H25N3O5 in a non-equilibrium geometry.

Structure (SMILES): COCCNCCOC.NC(N)=O.OCCO
Strongest force on any atom in eV/Å: 6.64
DFT total energy in Eh: -898.19663
Multiplicity: 1
Gap between HOMO and LUMO in hartree: 0.332
ΔE to the lowest compared entry with this formula, charge and spin in eV: 1.451
Lowest unoccupied orbital energy in eV: 0.265
Highest occupied orbital energy in eV: -8.77

Geometry (Å):
H 1.85296 -3.91702 -2.46512
H -1.28828 3.59881 3.35084
O 1.65443 -3.18075 -0.46484
C -1.07964 -0.38893 -2.34305
H 2.23710 -4.07515 1.26479
N 0.77653 2.44037 2.72956
H -3.99542 1.43371 -0.13434
C -2.98492 1.19911 0.20027
C 1.12930 -3.36477 -1.86557
C 0.25013 0.86029 0.88821
H 2.68825 -4.75368 -0.34662
H 1.36543 -1.29427 -2.60899
H -0.48366 1.65868 0.99884
C 1.89492 -4.31396 0.25783
H -0.02050 -0.91689 -0.74645
H -0.48135 0.50283 -2.52990
H 1.22725 -5.17549 0.26807
H -3.18458 0.41051 0.92578
H -2.89762 -0.79626 -1.22079
H -2.64060 1.97641 0.88243
O 2.45041 0.28141 -0.24716
C 0.59068 -2.04241 -2.44118
H 1.94054 2.13397 0.40402
C 1.42085 1.31378 -0.09125
C 0.47819 3.67820 2.34404
N -0.44573 -1.44997 -1.49150
H -0.22265 -0.02021 0.45314
H 0.13528 0.16302 2.68683
H 2.40941 -0.13778 0.61551
O 1.19858 4.20774 1.55925
O -1.89608 0.89139 -0.62387
H 1.47903 1.92475 2.21894
H -3.00649 0.54412 -2.33144
C -2.33374 0.03721 -1.63966
H -1.27754 -0.80813 -3.32957
N -0.64647 4.17766 2.82824
H 0.33951 2.24243 3.61834
O 0.83343 0.53978 2.14623
H 1.05891 1.60483 -1.07735
H -0.91268 5.12253 2.59062
H 0.13828 -2.30197 -3.39830
H 0.24838 -4.00596 -1.83470

natural (NBO) population analysis, charges in e, atoms 1 to 2: 0.177, 0.381